1.
155
Properties=species:S:1:pos:R:3:forces:R:3:mulliken_charge:R:1 method="wB97M-V/def2-TZVPD" multiplicity=1 smiles=COC[C@H](C)N.COC[C@H](C)N.COC[C@H](C)N.COC[C@H](C)N.COC[C@H](C)N.OCCO.OCCO.OCCO.OCCO.OCCO.OCCO.OCCO e_tot_ev=-83178.98343 homo_ha=-0.324 molar_mass_g_mol=880.17 gap_ev=8.917
C 1.468 -5.336 -3.184 -0.8 -1.0 -0.2 0.2705
H 1.336 -4.517 -1.200 0.0 0.0 -0.1 0.0414
H -3.854 1.467 4.601 0.0 0.0 0.0 0.4854
H -1.577 1.233 1.698 0.0 0.1 -0.1 0.4006
C -0.271 0.950 -0.005 -0.3 0.2 -0.2 1.4745
H 3.950 3.728 -1.325 0.0 0.1 -0.5 0.4948
C -5.719 0.372 0.770 -0.3 -0.3 0.3 0.2342
O -3.070 -2.018 -2.066 0.1 0.0 -0.1 -0.4733
H 0.233 0.323 -5.450 -0.3 0.0 -0.2 0.0687
H -4.746 0.371 0.271 0.0 -0.1 -0.1 -0.1272
H -2.749 6.690 -0.791 -0.1 0.0 0.1 0.3699
H -2.221 -4.555 6.465 0.1 -0.1 -0.2 0.2945
H -2.106 1.109 4.698 -0.1 0.1 0.2 0.1267
H 0.641 1.393 0.410 -0.1 0.1 0.0 -0.5476
H -2.547 -1.107 -4.949 0.0 0.0 -0.1 0.0277
H -4.475 -0.287 -3.375 0.0 0.0 -0.1 0.3777
C -3.737 0.322 -3.903 -0.3 0.6 -0.1 -0.8134
H 3.304 -1.100 6.543 -0.1 0.1 -0.1 0.2326
C -3.419 -2.605 -0.827 -0.3 -0.5 1.1 0.2507
H 3.603 0.943 4.502 -0.4 0.2 0.0 0.1432
H 1.978 5.200 -1.391 -0.4 -0.2 0.2 0.4314
O 6.506 0.074 -2.182 0.0 -0.2 -0.6 -0.6080
C 5.056 -1.897 -2.156 0.4 -0.2 0.4 0.1007
C -2.435 5.060 0.589 0.1 -0.2 0.5 -0.2165
H -0.566 -0.186 1.838 0.1 0.0 -0.2 0.4794
C 2.054 4.652 2.010 -0.2 0.4 0.3 -0.0682
C 2.236 -2.736 -5.633 -0.5 1.0 -0.2 -0.6059
O -7.156 1.772 2.106 -0.1 0.0 0.3 -0.5743
O -4.469 -4.759 -1.470 -0.2 0.3 0.4 -0.5395
H -6.512 2.301 0.245 0.3 -0.1 -0.2 0.3734
C -1.720 -3.697 6.014 -0.5 0.1 0.8 -0.6635
H 1.857 1.441 -6.607 -0.1 0.2 -0.3 0.3723
O 3.024 4.558 3.034 0.1 0.2 -0.5 -0.4188
H -1.243 -3.986 5.074 0.0 0.1 -0.1 0.2483
H -2.683 5.658 1.472 -0.2 0.2 -0.2 0.3344
H -0.254 2.378 -1.357 -0.4 0.6 0.0 -0.1972
C 2.338 -4.368 -3.961 0.3 -0.5 0.2 0.0397
H -1.352 -1.167 5.620 0.0 -0.1 0.1 0.1827
C 0.193 -0.181 -0.912 -0.2 0.3 0.2 -0.5061
H 3.184 -6.317 -2.647 -0.2 0.0 0.4 0.2715
H 0.645 -0.970 -0.290 0.1 0.0 -0.2 0.4463
H -2.709 -2.323 -0.047 0.3 0.5 -0.4 0.1053
H -7.959 1.447 1.686 0.0 0.0 0.0 0.3124
O -1.415 4.183 1.041 -0.1 -0.3 -0.2 -0.3737
O 1.128 0.331 -1.849 0.1 -0.7 0.4 1.7588
O -1.789 5.210 -1.765 -0.3 0.0 0.0 -0.4906
C 2.946 -1.926 4.690 0.6 0.2 0.5 0.5799
H -5.682 -0.189 1.706 0.5 0.0 0.1 0.3611
H -4.218 1.280 -4.105 0.0 0.0 0.0 0.4891
H 0.881 -2.594 4.428 0.1 -0.1 0.0 0.3802
O 0.728 3.817 -2.320 0.0 0.2 0.2 -0.3305
C 1.642 2.235 5.654 -0.8 0.1 -0.4 -1.4974
H 1.628 -1.660 -2.313 0.3 0.1 0.1 0.0064
H 4.763 -0.041 -1.154 -0.5 0.0 -0.2 0.1643
H 1.552 4.557 4.478 0.1 0.2 0.1 0.3820
H -0.987 -3.348 6.751 0.2 0.0 -0.3 0.2654
H -4.289 -0.898 -6.764 -0.2 -0.1 0.0 0.3657
C -3.374 -4.110 -0.820 0.3 -0.7 -0.8 -0.8745
H 2.952 -4.956 -4.661 -0.1 0.1 -0.1 0.4098
H 5.774 -2.313 -1.433 0.0 0.1 0.0 0.6312
C 2.517 4.082 4.251 -0.1 -0.1 -0.3 -0.9851
H 1.566 1.154 5.761 0.2 0.0 0.1 0.2361
O 5.316 -2.440 -3.445 -0.3 -0.1 0.2 -0.5111
H 1.179 5.207 2.374 -0.1 -0.2 -0.1 0.3699
N 3.627 -0.969 5.590 0.3 -0.2 0.0 -0.5942
O -4.440 -0.961 -5.817 0.4 0.3 0.2 -0.5548
H -0.978 4.682 -1.725 0.0 0.1 0.1 0.2821
H -4.269 -1.064 4.862 0.0 0.2 -0.1 0.2086
H -0.128 -5.331 -1.721 0.1 -0.2 0.0 0.3692
C 1.467 -1.848 4.960 -0.6 0.3 0.1 -1.2992
H 2.703 2.808 -0.616 -0.6 0.4 0.0 -0.0457
H 2.468 5.249 1.199 0.2 -0.2 0.0 0.1170
C 2.971 3.302 -1.562 0.5 -1.1 0.7 -0.1933
H 2.706 -1.190 0.764 -0.2 -0.2 0.0 0.1098
H 2.149 -7.259 -3.386 -0.2 0.0 0.1 0.3105
O 1.519 -3.450 -4.652 0.4 -0.3 0.2 -0.3295
H 6.194 -2.827 -3.427 0.0 0.1 -0.1 0.2598
H -1.440 3.369 0.486 0.3 0.3 -0.1 0.1051
N 3.615 1.899 4.144 0.1 0.2 0.2 -0.5796
H -1.115 1.427 -3.899 0.1 0.1 0.2 -0.0786
O -2.736 -2.724 5.864 0.2 -0.1 0.2 -0.3884
H 7.000 -0.324 -1.460 0.0 0.0 0.1 0.3341
H -2.186 -1.801 4.153 0.4 0.3 0.0 0.2540
H 2.369 1.674 -2.445 0.1 0.2 0.2 -0.0943
C 3.311 -1.532 3.269 -0.5 -0.6 0.1 -0.6733
C -3.306 -0.348 -5.190 -0.1 -0.4 -0.2 -0.0822
H -3.327 4.489 0.301 0.0 0.1 -0.1 0.0855
N -3.732 -0.160 6.686 0.0 0.1 0.0 -0.8493
O 0.985 3.285 -6.723 -0.1 0.1 -0.1 -0.6115
H -2.454 -4.460 -1.306 0.2 0.3 0.1 0.3832
H -4.588 0.386 6.640 0.2 0.1 0.2 0.2710
H 2.451 4.723 -3.003 -0.1 0.0 0.0 0.2859
N 2.187 -6.539 -2.671 0.6 0.6 -0.5 -0.7679
H -1.062 6.460 -0.296 -0.1 0.0 0.2 0.2175
H 2.441 -2.937 0.446 0.0 0.0 -0.1 0.1147
C 2.318 2.580 4.312 0.3 -0.7 0.9 1.6154
H -0.816 1.603 -6.202 0.1 -0.2 -0.2 0.3461
H -4.403 -2.275 -0.471 0.0 0.1 -0.2 0.0856
H -2.540 -0.235 -2.543 0.3 0.1 0.0 0.0726
O 2.733 -2.485 2.394 0.0 0.0 0.0 -0.4323
H 1.732 3.674 1.638 0.0 0.0 0.0 -0.1712
C -6.135 1.773 1.128 -0.2 0.2 -0.4 -0.6151
C 1.521 -0.674 -2.769 -0.5 0.4 -0.7 -0.7728
H 0.432 3.842 -6.163 0.1 0.1 -0.1 0.3514
C -3.409 -0.535 5.310 -0.6 -0.1 0.1 0.6871
H -3.075 0.387 3.434 -0.1 0.2 -0.1 -0.1226
H 1.617 2.248 3.538 0.2 0.1 -0.2 -0.5092
C 2.998 -2.218 1.041 0.3 0.5 -0.1 -0.2832
C 0.684 -4.691 -2.064 0.1 0.5 0.5 -1.0108
H 3.041 -3.854 -3.285 -0.1 0.1 -0.1 -0.2368
H 1.561 -1.914 -5.893 0.2 0.0 -0.3 0.0610
H 1.269 -1.919 6.034 0.0 -0.3 0.0 0.4502
H 0.746 3.253 -3.107 -0.1 0.0 0.0 -0.0759
C -3.094 0.697 4.482 0.1 -0.4 -0.4 -0.7662
H 0.763 -0.755 -3.559 -0.1 -0.2 0.1 -0.1357
H 2.428 -0.332 -3.266 0.2 -0.2 0.2 0.2824
C 2.021 4.344 -2.065 0.4 0.2 -0.6 -0.5076
H 1.899 2.365 -5.122 -0.1 -0.2 0.1 0.1194
H 4.611 0.071 -2.932 0.0 0.1 0.0 0.1012
H -3.320 -4.482 0.203 -0.4 0.1 0.0 0.4250
H 2.122 2.658 6.538 0.3 0.0 -0.1 0.3366
H 2.884 -0.543 3.069 0.4 0.1 -0.1 0.1540
O -0.314 1.883 -4.213 -0.1 0.0 -0.3 -0.1841
C -1.993 5.937 -0.559 0.5 -0.1 -0.4 -0.4207
O -6.707 -0.248 -0.056 0.0 0.1 -0.2 -0.5941
H 0.607 2.608 5.644 0.1 0.0 0.1 0.4086
H 1.063 -0.868 4.679 0.2 0.0 -0.2 -0.0067
H 3.164 -2.281 -5.268 0.0 -0.3 0.2 0.2295
H -3.743 -2.255 -2.713 0.0 0.1 0.0 0.1210
H 4.263 2.360 4.783 0.1 0.1 -0.3 0.3032
H 3.272 4.365 4.990 -0.2 0.0 0.2 0.3654
O -2.612 0.583 -3.066 -0.2 -0.5 0.0 -0.1667
C 0.010 1.395 -5.519 0.5 0.1 0.8 0.0428
H -6.999 -1.061 0.360 0.0 0.0 0.0 0.3498
H 4.086 -2.225 -1.759 -0.2 0.1 -0.5 -0.4074
H -0.663 -0.626 -1.443 0.0 0.0 0.0 -0.2309
O 3.138 2.260 -2.525 0.0 0.2 -0.3 -0.5984
C 1.266 2.112 -5.982 0.0 0.0 0.0 -0.5201
H -5.278 2.326 1.514 -0.1 0.0 0.2 0.2674
H -1.704 1.669 -1.367 0.2 -0.1 0.5 -0.0180
H -1.930 -0.211 0.732 -0.1 0.1 0.0 -0.2571
C -2.301 -1.545 5.219 -0.1 -0.4 -0.4 -0.5003
H -2.853 0.379 -5.870 0.1 0.0 0.1 0.2958
C 5.159 -0.392 -2.118 0.5 0.1 0.9 0.0017
H 4.403 -1.559 3.159 0.0 0.4 -0.1 0.3355
C -1.128 0.424 1.122 -0.1 -0.4 0.5 -1.7217
H -3.969 -0.979 7.237 0.2 -0.1 -0.1 0.2655
H -4.575 -4.404 -2.357 0.1 -0.1 -0.1 0.3186
H 0.735 -5.752 -3.886 0.0 0.3 -0.1 0.3928
H 4.072 -2.280 0.801 -0.1 -0.2 0.1 0.3975
H 4.617 -1.201 5.624 0.0 0.2 -0.1 0.2340
N -0.982 2.031 -0.732 0.7 -0.7 -0.2 0.4705
H 3.345 -2.925 4.897 -0.3 -0.2 -0.3 0.3588
H 0.244 -3.731 -2.351 0.1 -0.1 -0.2 0.0976
H 2.439 -3.309 -6.543 0.0 -0.2 0.2 0.3868

=====

2.
20
Properties=species:S:1:pos:R:3:forces:R:3:mulliken_charge:R:1 method="wB97M-V/def2-TZVPD" multiplicity=2 e_tot_ev=-11382.52311 homo_ha="-0.949 / -0.951" molar_mass_g_mol=120.15 s_squared=0.76 total_charge=+3 gap_ev="12.541 / 7.614"
O 1.992 -0.102 -1.334 0.3 -0.4 -0.2 -0.2712
H -1.292 -2.373 0.009 0.0 -0.2 0.3 0.4095
N -0.274 -2.474 0.148 -0.3 1.3 -0.4 -0.2350
O 0.112 -0.967 -2.266 -0.2 -0.3 -0.3 -0.0428
H 0.953 1.472 1.121 0.0 0.3 -0.6 0.4743
C 0.870 -0.698 -1.351 0.4 0.1 0.9 0.4682
H -1.633 2.445 -0.047 -0.1 0.7 0.0 0.3956
C -0.125 1.426 0.941 0.8 -0.2 0.4 -0.9662
H 1.322 -1.146 0.649 0.5 -0.1 0.3 0.4159
H -1.587 -0.030 0.248 0.3 -0.2 -0.6 0.6448
H -0.286 2.336 -0.992 -0.1 0.1 0.0 0.3079
H 2.499 -0.062 -2.188 -0.2 0.3 0.0 0.4660
H -0.895 -0.380 1.710 0.5 -0.2 0.1 0.4530
H -0.506 1.765 1.883 -0.5 0.0 0.6 0.4430
H 0.026 -3.064 -0.638 0.4 -0.4 0.3 0.3846
N -0.609 2.490 -0.032 0.4 -1.6 -0.4 -0.2329
H -0.251 3.408 0.223 -0.2 0.5 0.4 0.3829
C -0.589 -0.037 0.710 -1.0 0.7 0.5 -0.8923
C 0.367 -1.090 0.149 -0.8 0.1 -1.0 -0.0107
H -0.095 -2.920 1.057 0.0 -0.4 0.0 0.4055

=====

3.
57
Properties=species:S:1:pos:R:3:forces:R:3:mulliken_charge:R:1 method="wB97M-V/def2-TZVPD" multiplicity=1 e_tot_ev=-44207.57154 homo_ha=-0.713 molar_mass_g_mol=518.09 total_charge=+3 gap_ev=7.845
C -2.558 1.485 -0.606 0.1 0.1 0.0 -0.6357
C -1.682 2.473 0.140 0.0 -0.1 -0.1 -0.5898
H 3.175 2.041 5.788 0.0 0.0 0.0 0.5412
C 4.295 -0.678 -0.667 0.0 0.0 0.1 -1.2390
C 3.602 1.713 -1.065 0.0 0.0 0.1 -1.3152
C 2.903 -2.536 2.755 0.0 -0.1 0.0 1.3657
H -2.556 -0.215 0.580 0.0 0.0 0.0 0.3420
C 3.470 3.708 3.570 0.0 0.0 0.0 -1.6149
H 4.167 -4.250 2.957 0.0 0.0 0.0 0.4554
Si 2.434 0.224 2.067 0.1 0.0 0.1 0.1591
H 5.065 0.633 3.732 0.0 0.0 0.0 0.1930
H -1.929 3.494 -0.148 0.0 0.0 0.0 0.4661
H -2.530 -0.552 -0.992 0.0 0.0 0.0 0.3403
H 3.997 4.070 2.687 0.0 0.0 0.0 0.3631
O 3.158 -1.082 2.526 -0.1 0.0 0.0 0.5248
N -0.230 2.199 -0.206 -0.1 0.2 0.0 -0.4516
S 0.191 0.087 2.353 0.0 0.0 -0.1 -0.4516
H 5.542 2.080 2.807 0.0 0.0 0.0 0.3486
Hf 0.214 0.029 0.072 -0.2 0.1 0.3 0.2114
O 2.227 0.240 0.332 -0.1 -0.1 -0.1 0.5856
H 2.030 -3.715 4.319 0.0 0.0 0.0 0.4790
H 4.878 -2.760 3.580 0.0 0.0 0.0 0.3765
C 2.066 -3.064 1.598 0.0 0.0 0.0 -1.0370
C 2.772 1.658 4.851 0.0 0.0 0.0 -1.3677
H 4.250 1.787 -1.940 0.0 0.0 0.0 0.4693
H 2.760 2.393 -1.212 0.0 0.0 0.0 0.2753
H 2.681 -0.273 -2.956 0.0 0.0 0.0 0.5069
H 4.949 -0.662 -1.540 0.0 0.0 0.0 0.5715
H 4.173 2.038 -0.196 0.0 0.0 0.0 0.2952
O 2.941 1.670 2.411 0.0 0.0 0.0 -0.1680
H -3.601 1.626 -0.329 0.0 0.0 0.0 0.4262
C 2.189 -0.182 -1.986 0.1 0.0 0.1 -2.0945
H 1.215 -2.170 4.075 0.0 0.0 0.0 0.2875
C 4.273 -3.180 2.777 0.0 0.0 0.0 -1.5668
H 4.888 -0.369 0.195 0.0 0.0 0.0 0.3310
C 3.578 2.206 3.690 0.0 0.0 0.1 1.3756
H 3.950 -1.701 -0.522 0.0 0.0 0.0 0.2829
H 4.797 -3.040 1.831 0.0 0.0 0.0 0.3728
C 3.156 0.281 -0.899 0.1 0.0 -0.1 1.5783
H 0.361 2.776 0.399 0.0 0.0 0.0 0.3214
H 1.389 0.565 -2.162 0.0 0.0 0.0 0.6149
H 1.902 -4.134 1.722 0.0 0.0 0.0 0.6017
H 2.828 0.565 4.897 0.0 0.0 0.0 0.1830
N -2.112 0.072 -0.298 0.1 0.0 -0.1 -0.7529
H 3.926 4.169 4.446 0.0 0.0 0.0 0.4458
H 2.578 -2.920 0.646 0.0 0.0 0.0 0.1529
H -0.062 2.569 -1.146 0.0 0.0 0.0 0.4162
H 5.525 2.116 4.568 0.0 0.0 0.0 0.5207
C 5.012 1.723 3.691 0.0 0.0 0.0 -1.4059
H 1.070 -2.596 1.582 0.0 0.0 0.0 0.0819
H 2.797 -2.232 4.882 0.0 0.0 0.0 0.3594
H 1.728 1.974 4.790 0.0 0.0 0.0 0.3481
C 2.190 -2.662 4.085 0.0 0.0 0.0 -1.4480
H 2.427 4.027 3.527 0.0 0.0 0.0 0.3648
H -2.484 1.634 -1.683 0.0 0.0 0.0 0.3786
H 1.798 -1.193 -1.768 0.0 0.0 0.0 0.4731
H -1.793 2.379 1.218 0.0 0.0 0.1 0.3520

=====

4.
10
Properties=species:S:1:pos:R:3:forces:R:3:mulliken_charge:R:1 method="wB97M-V/def2-TZVPD" multiplicity=1 smiles="C#Cc1coc(=O)o1" e_tot_ev=-11357.24208 homo_ha=-0.345 molar_mass_g_mol=110.07 gap_ev=9.900
H 3.797 -0.717 0.090 -0.8 -0.2 0.0 0.4261
O -1.833 0.892 0.075 0.6 -0.2 -0.5 -0.3103
C 2.717 -0.628 0.060 1.1 0.5 -0.1 0.0071
C -2.006 -0.473 0.002 -0.6 0.1 0.5 0.6560
C 1.571 -0.287 -0.019 -0.1 -0.8 0.0 -0.6299
O -0.766 -1.040 -0.021 0.0 -0.5 -0.1 -0.3168
C -0.468 1.143 -0.018 -0.1 -0.5 -0.2 -0.1973
C 0.191 -0.034 -0.051 -1.2 1.6 0.2 0.4981
O -3.061 -1.036 0.013 1.2 0.5 -0.1 -0.5019
H -0.144 2.179 -0.132 -0.2 -0.6 0.3 0.3688